Density functional theory data (the ωB97M-V functional and the def2-TZVPD basis) for a molecular structure, C40H92N4O4 at a distorted geometry.

Structure (XYZ):
```
140
Properties=species:S:1:pos:R:3:lowdin_charge:R:1
C 13.70 17.03 0.90 -0.136
C 12.47 17.40 0.11 -0.226
C 12.46 16.53 -1.13 -0.156
O 13.88 16.39 -1.36 -0.110
C 14.66 16.47 -0.15 -0.161
H 13.22 16.33 1.59 0.092
H 14.13 17.80 1.54 0.117
H 12.42 18.43 -0.24 0.108
H 11.59 17.38 0.75 0.055
H 11.92 17.15 -1.85 0.073
H 11.90 15.64 -0.85 0.099
H 15.51 17.13 -0.28 0.119
H 14.94 15.47 0.18 0.116
C 5.83 17.78 2.18 -0.185
C 5.75 18.85 3.32 -0.064
C 6.88 19.83 3.08 -0.233
O 7.40 19.50 1.81 -0.388
C 7.12 18.11 1.46 -0.135
H 4.98 17.83 1.50 0.111
H 5.87 16.77 2.58 0.124
H 6.10 18.37 4.23 0.109
H 4.73 19.23 3.38 0.117
H 7.67 19.78 3.83 0.076
H 6.42 20.81 3.12 0.120
H 7.84 17.34 1.75 0.119
H 7.04 18.03 0.37 0.099
C 9.95 19.20 1.66 -0.190
C 9.80 17.71 1.77 -0.172
C 9.48 17.31 0.36 -0.258
O 8.85 18.34 -0.33 -0.245
C 9.23 19.58 0.37 -0.221
H 10.99 19.53 1.60 0.132
H 9.39 19.62 2.50 -0.004
H 8.98 17.50 2.46 0.071
H 10.75 17.35 2.15 0.111
H 8.80 16.46 0.38 0.087
H 10.38 17.20 -0.24 0.107
H 8.37 20.18 0.68 0.060
H 9.95 20.11 -0.24 0.100
C 10.72 14.98 1.03 -0.191
C 10.81 14.84 2.54 -0.124
C 10.31 13.42 2.79 -0.224
O 10.39 12.73 1.58 -0.140
C 10.13 13.73 0.49 -0.107
H 11.61 15.29 0.49 0.078
H 9.92 15.71 0.90 0.058
H 10.24 15.61 3.07 0.085
H 11.83 15.05 2.86 0.109
H 9.27 13.43 3.13 0.113
H 10.87 12.86 3.54 0.121
H 9.04 13.80 0.41 0.102
H 10.47 13.23 -0.41 0.130
C 6.62 20.78 0.71 -0.122
C 7.25 21.83 1.62 -0.188
N 7.90 23.01 1.01 -0.100
C 9.06 22.59 0.15 -0.142
C 10.18 21.73 0.78 -0.082
C 6.84 23.73 0.24 -0.270
C 7.31 25.11 0.05 -0.118
H 7.36 20.06 0.35 0.032
H 6.10 21.19 -0.16 0.098
H 5.85 20.17 1.18 0.125
H 6.41 22.17 2.22 0.123
H 8.00 21.37 2.27 0.082
H 8.71 22.03 -0.72 0.081
H 9.55 23.49 -0.21 0.099
H 9.79 20.76 1.10 0.007
H 11.00 21.57 0.08 0.110
H 10.63 22.13 1.69 0.073
H 5.95 23.84 0.86 0.121
H 6.67 23.31 -0.75 0.115
H 8.29 25.11 -0.43 0.061
H 7.63 25.53 1.01 0.078
H 6.57 25.77 -0.42 0.079
C 7.91 20.19 -1.80 -0.171
C 9.14 20.76 -2.59 -0.172
N 10.44 20.31 -2.16 -0.207
C 10.75 18.88 -2.13 -0.209
C 10.66 18.30 -3.63 -0.035
C 11.50 21.08 -2.85 -0.177
C 11.38 22.64 -2.47 -0.064
H 7.84 20.38 -0.73 0.029
H 7.77 19.12 -1.98 -0.265
H 7.04 20.64 -2.26 0.130
H 9.03 20.48 -3.64 0.116
H 9.10 21.84 -2.48 0.092
H 10.02 18.35 -1.53 0.078
H 11.73 18.78 -1.66 0.080
H 11.42 18.86 -4.16 0.063
H 9.67 18.41 -4.07 0.064
H 10.99 17.26 -3.62 0.069
H 12.44 20.75 -2.39 0.112
H 11.46 20.92 -3.93 0.100
H 10.96 22.77 -1.47 0.025
H 12.32 23.18 -2.35 0.062
H 10.82 23.26 -3.17 0.067
C 6.15 14.39 -3.74 -0.093
C 5.98 14.80 -2.28 -0.251
N 6.81 15.96 -1.90 -0.156
C 7.03 16.10 -0.48 -0.243
C 5.78 16.52 0.26 -0.122
C 6.39 17.23 -2.53 -0.094
C 7.59 18.26 -2.43 -0.060
H 5.73 13.40 -3.94 0.072
H 7.19 14.35 -4.05 0.074
H 5.76 15.21 -4.35 0.054
H 4.93 15.00 -2.05 0.103
H 6.26 13.91 -1.72 0.112
H 7.45 15.19 -0.06 0.118
H 7.77 16.87 -0.24 0.049
H 4.90 15.95 -0.02 0.106
H 5.82 16.43 1.34 0.035
H 5.56 17.56 0.02 0.080
H 5.45 17.64 -2.14 0.119
H 6.30 16.94 -3.58 0.098
H 7.39 18.68 -1.44 0.116
H 7.41 19.18 -2.98 0.114
H 8.61 17.95 -2.64 0.120
C 9.32 21.63 6.46 -0.081
C 9.65 20.13 6.21 -0.161
N 9.09 19.67 4.88 -0.156
C 9.21 20.58 3.68 -0.268
C 10.65 20.83 3.23 -0.085
C 9.49 18.30 4.48 -0.198
C 9.15 17.28 5.65 -0.046
H 8.30 22.00 6.46 0.072
H 9.70 22.34 5.72 0.056
H 9.78 22.05 7.36 0.067
H 10.71 19.97 6.03 0.111
H 9.27 19.44 6.96 0.097
H 8.67 20.08 2.88 0.039
H 8.64 21.48 3.91 0.140
H 11.10 21.60 3.87 0.098
H 11.28 19.95 3.31 0.095
H 10.85 21.28 2.26 0.000
H 10.51 18.17 4.11 0.114
H 8.90 18.07 3.59 0.066
H 9.17 16.23 5.36 0.057
H 8.17 17.46 6.09 0.070
H 9.85 17.38 6.48 0.060
```

Output
**Frontier orbital gap**: 6.47 eV
**Molar mass**: 693.2 g/mol
**HOMO**: -6.056 eV
**Spin multiplicity**: 1
**Charge**: 0
**Strongest force on any atom**: 17.14 eV/A